An isolated molecule of C3H3BrOS in a non-equilibrium geometry. Source: the Open Molecules 2025 dataset; level of theory: ωB97M-V/def2-TZVPD.

SMILES: O=C(C=S)CBr
Total energy in eV: -86083.199
Largest force on an atom in Eh/bohr: 0.0595

CARTESIAN COORDINATES (ANGSTROEM)
O 0.372315 1.491296 1.059944
C 0.244959 0.496562 0.381870
C 1.461456 0.010369 -0.556943
S 1.654339 -1.485079 -0.950380
C -1.138677 -0.298428 0.363350
Br -2.176350 0.649033 -0.910041
H 2.189885 0.797495 -0.811288
H -1.165695 -1.297213 -0.021319
H -1.442229 -0.364038 1.444807

Force components x, y, z for each atom (eV/Å):
0.0 -1.2 -0.7
0.3 -0.2 -0.6
-1.4 2.2 1.5
0.2 -1.8 -0.5
1.9 0.3 1.6
-0.8 0.6 -0.1
-0.4 -0.2 0.2
0.8 -0.5 -0.1
-0.4 0.7 -1.3